Model i:
Entry from the OMol25 dataset: one molecule with the formula C2H4N2S (the ωB97M-V functional and the def2-TZVPD basis).

Structure (ORCA input):
```
! RIJCOSX wB97M-V def2-TZVPD def2/J DEFGRID3
* xyz 0 1
C -0.9827 -1.4121 0.0239
C 0.4889 0.2762 0.0824
N -0.8175 -0.2407 0.4176
N 0.4715 1.6143 0.1836
S 1.9250 -0.4150 -0.4040
H -1.8563 -2.0447 0.1342
H -0.1465 -1.9525 -0.3960
H -0.2415 2.2570 0.4413
H 1.1590 1.9176 -0.4830
*
```

## Properties
E_HOMO, eV: -8.75
Structure (SMILES): C=NC(N)=S
Molecular weight, g mol⁻¹: 88.14
HOMO-LUMO gap, Eh: 0.318
LUMO, hartree: -0.0039

How is the electron density shared among the atoms? According to natural (NBO), the charges in e are:
1. C 0.034
2. C 0.238
3. N -0.468
4. N -0.763
5. S -0.204
6. H 0.177
7. H 0.172
8. H 0.408
9. H 0.406

Model ii:
Entry from the OMol25 dataset: one molecule with the formula C2H4N2S (the ωB97M-V functional and the def2-TZVPD basis).

Structure (ORCA input):
```
! RIJCOSX wB97M-V def2-TZVPD def2/J DEFGRID3
* xyz 0 1
C 0.1469 0.9728 1.0540
C -0.5374 -0.5216 -0.9812
H 0.1126 1.4681 2.0519
H 0.1261 1.4815 0.1436
H 0.7978 -1.7508 -0.1675
H -1.2083 0.2642 -0.5217
N 0.4457 -0.2606 1.0947
N 0.4400 -0.7665 -0.1038
S -0.3234 -0.8869 -2.5700
*
```

## Properties
E_HOMO, eV: -8.65
Structure (SMILES): C=NNC=S
Molecular weight, g mol⁻¹: 88.13
HOMO-LUMO gap, Eh: 0.312
LUMO, hartree: -0.0058

How is the electron density shared among the atoms? According to natural (NBO), the charges in e are:
1. C -0.152
2. C -0.118
3. H 0.202
4. H 0.177
5. H 0.408
6. H 0.193
7. N -0.204
8. N -0.414
9. S -0.091

In order of decreasing stability: model i, model ii.